(1)
{
  "formula": "C10H25N7O5P",
  "method": "ωB97M-V/def2-TZVPD",
  "largest_force_ev_per_a": 2.26,
  "homo_energy_ev": -10.907,
  "orbital_gap_ev": 6.971,
  "charge": 1,
  "elements": ["N", "C", "C", "N", "N", "C", "P", "O", "O", "O", "N", "C", "N", "H", "H", "H", "H", "H", "H", "H", "H", "H", "H", "H", "C", "C", "O", "N", "C", "H", "H", "H", "H", "H", "H", "H", "C", "C", "O", "N", "C", "H", "H", "H", "H", "H", "H", "H"],
  "xyz": [[5.994972, 0.611081, 0.432575], [5.414236, 1.946771, 0.349174], [4.336439, 2.131211, -0.704649], [3.099292, 1.428835, -0.376649], [2.805608, 0.144570, -0.713650], [1.574095, -0.103884, -0.246353], [0.559496, -1.594140, -0.471135], [-0.437416, -1.650024, 0.584832], [1.465017, -2.882194, -0.503709], [-0.096837, -1.441342, -1.884388], [1.115982, 0.922927, 0.421682], [2.046654, 1.875711, 0.324185], [1.901813, 3.106129, 0.830621], [5.944088, 0.107297, -0.443248], [5.510963, 0.048310, 1.117363], [4.945636, 2.151203, 1.307984], [6.192624, 2.683382, 0.187340], [4.664123, 1.779221, -1.677821], [4.057851, 3.174777, -0.804470], [3.401613, -0.450072, -1.265854], [2.270833, -2.837732, 0.022804], [-1.030068, -1.670915, -1.743012], [2.610962, 3.584636, 1.351822], [1.008047, 3.564526, 0.692188], [-4.754174, -3.488836, 2.978021], [-4.540163, -4.959095, 2.693738], [-5.165611, -5.827220, 3.270066], [-3.605291, -5.280698, 1.753791], [-2.770797, -4.387646, 0.975801], [-5.520479, -3.402037, 3.740696], [-3.836881, -3.023853, 3.340902], [-5.084526, -2.962308, 2.081903], [-3.507712, -6.272608, 1.607706], [-2.963918, -4.544558, -0.089132], [-1.717618, -4.598980, 1.170723], [-2.963662, -3.348816, 1.217351], [-2.259251, 4.467689, -1.897547], [-1.472919, 3.559031, -0.987664], [-0.833633, 3.976069, -0.028153], [-1.459302, 2.232838, -1.273739], [-2.051572, 1.504002, -2.384980], [-2.155506, 5.485230, -1.536574], [-1.883393, 4.412859, -2.919459], [-3.315377, 4.197902, -1.897285], [-0.924540, 1.703762, -0.600458], [-2.734773, 0.738439, -2.012939], [-1.239842, 1.026572, -2.937127], [-2.595086, 2.161975, -3.053274]],
  "atomic_forces_ev_per_a": [[-0.5, -0.1, -0.1], [-0.1, -0.4, 0.2], [0.1, -0.1, -0.2], [0.3, -0.1, 0.1], [-0.2, -0.1, 0.1], [0.5, -0.2, -0.4], [-1.4, -0.8, 1.6], [-0.2, 0.4, 0.3], [0.9, 0.6, -0.9], [0.4, -0.1, -0.5], [-0.9, -0.2, -0.3], [0.0, 0.6, 0.5], [0.3, 0.0, -0.3], [0.4, 0.1, -0.1], [0.1, -0.1, 0.2], [0.2, 0.3, 0.3], [0.1, 0.2, -0.1], [0.1, 0.0, -0.2], [-0.1, 0.2, 0.0], [0.3, 0.2, -0.1], [0.0, -0.3, 0.2], [-0.1, 0.1, -0.3], [0.3, 0.0, -0.2], [-0.6, -0.1, 0.2], [0.0, 0.0, 0.0], [0.0, 0.0, 0.0], [0.0, 0.0, 0.0], [0.0, 0.2, 0.0], [0.0, -0.5, 0.0], [0.0, 0.0, 0.0], [0.0, 0.0, 0.0], [0.0, 0.0, 0.0], [0.0, 0.0, 0.0], [0.1, 0.1, 0.0], [0.0, 0.1, 0.0], [0.0, 0.0, 0.1], [0.0, 0.0, 0.2], [0.0, -0.3, -0.4], [0.3, 0.2, 0.2], [0.0, 0.2, 0.1], [0.3, 0.0, 0.3], [0.0, 0.0, 0.0], [0.0, 0.0, 0.0], [0.0, 0.0, -0.1], [-0.1, -0.1, 0.1], [0.0, 0.0, -0.1], [-0.2, -0.1, -0.2], [0.0, 0.1, 0.0]]
}



(2)
{
  "formula": "C10H26AlCaCl2CsFN4NaO17P2S",
  "method": "ωB97M-V/def2-TZVPD",
  "largest_force_ev_per_a": 7.51,
  "homo_energy_ev": -5.248,
  "relative_energy_kj_mol": 0.0,
  "orbital_gap_ev": 2.586,
  "elements": ["C", "P", "O", "C", "C", "S", "O", "O", "O", "Al", "Cl", "O", "C", "Cl", "O", "C", "N", "H", "H", "H", "H", "H", "H", "H", "H", "O", "H", "H", "H", "O", "P", "O", "O", "O", "C", "C", "C", "O", "C", "N", "H", "H", "H", "H", "H", "H", "H", "H", "H", "H", "H", "H", "Na", "C", "N", "O", "O", "H", "H", "H", "Ca", "F", "Cs", "N", "O", "O", "O"],
  "xyz": [[-1.477021, -0.014220, 1.823306], [-1.265172, 0.153289, -0.013448], [-2.203147, -1.102585, -0.617305], [-1.965478, 1.767123, -0.647484], [-0.725335, 2.546383, -1.215352], [0.886555, 2.352625, -0.423028], [0.838149, 2.318283, 1.041662], [1.683764, 1.314381, -1.023518], [-2.551503, 1.342519, -1.852143], [-4.312315, 1.427117, -1.367967], [-5.960937, 1.235756, -2.954485], [-3.932893, 3.039855, -0.686801], [-2.933377, 2.717704, 0.172813], [-3.871939, 2.101998, 1.637960], [-2.359403, 4.030147, 0.490941], [-2.423119, 4.348299, 1.752690], [-2.170998, 4.875669, 2.747529], [-1.852378, 0.902994, 2.347146], [-0.420700, -0.175870, 2.241346], [-2.054162, -0.957662, 2.058907], [-1.560162, -1.795280, -0.768808], [-0.576333, 2.245921, -2.252547], [-0.908874, 3.625757, -1.261004], [1.529700, 3.514201, -0.729460], [-4.476454, 0.226024, -0.365130], [3.416344, 1.274804, 2.304091], [3.414366, 0.346135, 2.688568], [2.498316, 1.554811, 2.020711], [4.059198, 1.348750, 1.551901], [-5.533487, 7.481031, -2.235129], [-5.287977, 6.286183, -3.133622], [-4.040092, 6.562556, -3.953721], [-6.500223, 5.930809, -3.991930], [-4.987245, 5.109608, -2.177084], [1.860992, -4.979329, -2.064227], [1.889911, -3.632431, -1.327959], [2.740292, -3.656108, -0.052279], [2.039435, -4.336209, 0.977095], [2.394715, -5.713633, 1.152472], [0.500458, -3.293646, -0.930512], [1.283450, -5.725715, -1.524520], [1.402365, -4.865772, -3.055022], [2.876548, -5.377764, -2.208698], [2.229878, -2.834339, -2.012721], [2.866661, -2.621725, 0.294665], [3.743780, -4.062468, -0.222602], [3.416733, -5.916571, 0.833050], [1.701518, -6.355199, 0.602744], [2.301744, -5.947426, 2.210534], [-0.191076, -3.472579, -1.669379], [0.423548, -2.293261, -0.627341], [0.264344, -3.858107, -0.103977], [3.707600, -3.674934, -2.797243], [6.536074, 0.712961, -1.182100], [6.895642, -0.104902, -2.369876], [8.061230, -0.152713, -2.690294], [5.983372, -0.673623, -2.939651], [7.441237, 1.155127, -0.781703], [5.839656, 1.477728, -1.512808], [6.071038, 0.047202, -0.458087], [-6.884450, 3.281611, -3.960064], [-3.855778, 3.552408, -3.453885], [-0.742870, -0.701024, 4.103290], [-3.697295, -0.975327, 8.647123], [-3.512172, -1.463472, 7.500021], [-4.837728, -0.643193, 8.998850], [-2.726521, -0.830681, 9.415500]],
  "atomic_forces_ev_per_a": [[0.6, 0.5, -1.8], [0.8, -0.8, 0.2], [-0.3, 0.6, 0.7], [1.3, -0.5, -1.0], [0.2, 0.8, 0.6], [0.7, -0.2, 0.2], [-0.4, 0.0, 0.0], [0.0, 0.1, -0.4], [-1.1, -0.3, 1.0], [1.0, 0.7, -1.3], [0.2, -1.1, 0.6], [0.3, -1.2, 0.8], [-3.0, 2.0, -2.1], [1.0, -0.3, 0.6], [0.1, -1.5, 1.1], [1.5, 1.2, -0.5], [-0.5, -0.3, 0.3], [0.0, -0.9, -0.6], [-1.5, 1.0, -3.8], [0.2, 1.3, -0.7], [-0.2, 0.0, -0.3], [0.0, -0.4, 0.2], [0.0, -0.1, 0.2], [-0.5, 0.1, -0.1], [-0.6, 0.0, -0.2], [-0.1, 0.4, 0.3], [-0.1, -0.1, -0.3], [-0.2, 0.0, -0.3], [-0.1, -0.2, -0.1], [0.2, -0.4, 0.4], [0.0, 0.4, -1.3], [0.0, 0.0, 0.3], [-1.0, -2.2, -0.4], [0.1, -0.3, 0.4], [-0.5, 0.1, -0.1], [0.0, -1.1, 0.3], [-0.8, 0.5, 0.4], [0.5, -0.2, -0.2], [-0.3, -0.1, 0.1], [-0.2, 0.5, 0.3], [0.2, -0.1, 0.1], [0.0, 0.0, 0.0], [-0.3, -0.4, 0.3], [-0.7, 0.4, 0.6], [0.1, 0.0, 0.0], [0.0, -0.1, -0.1], [0.0, 0.1, 0.0], [0.1, -0.1, 0.0], [0.0, 0.1, 0.0], [0.1, 0.0, -0.1], [0.3, 0.1, -0.1], [0.1, 0.0, 0.0], [1.9, 0.6, -1.2], [0.1, 0.2, 0.1], [0.1, 0.1, 0.0], [0.0, -0.1, 0.0], [-0.1, -0.1, 0.0], [0.0, 0.0, -0.1], [-0.1, -0.1, 0.0], [-0.1, 0.0, -0.1], [2.0, 3.8, 0.2], [-1.5, -0.4, -0.1], [0.5, -1.7, 7.3], [0.1, 0.1, 0.2], [0.2, 0.0, -0.4], [0.0, 0.0, -0.1], [0.1, 0.0, -0.1]]
}



(3)
{
  "formula": "C10H26BiCl2NO2P2",
  "method": "ωB97M-V/def2-TZVPD",
  "largest_force_ev_per_a": 4.40,
  "homo_energy_ev": -14.218,
  "relative_energy_kj_mol": 5.3,
  "orbital_gap_ev": 7.534,
  "charge": 2,
  "elements": ["C", "C", "H", "H", "H", "O", "Cl", "Bi", "P", "C", "C", "H", "H", "H", "H", "H", "H", "C", "H", "H", "H", "P", "C", "C", "H", "H", "H", "C", "H", "H", "H", "H", "H", "H", "Cl", "C", "C", "N", "O", "H", "H", "H", "H", "H"],
  "xyz": [[-2.310842, -4.292120, 1.051611], [-1.676205, -2.974325, 0.891050], [-2.914229, -4.300504, 1.975713], [-1.514030, -5.059664, 1.102562], [-2.948930, -4.485647, 0.168592], [-1.692500, -2.006213, 1.639894], [-0.650859, -2.945810, -0.777049], [-0.245976, -0.430519, -0.022766], [2.054786, -1.034912, 1.419918], [2.453960, -0.078641, 2.916616], [1.997260, -2.765493, 1.977632], [2.941321, -2.996870, 2.487289], [4.387775, -1.447119, 0.913406], [1.862987, -3.441201, 1.124338], [3.387752, -1.364122, -0.580133], [1.598031, -0.102791, 3.606035], [1.163328, -2.906613, 2.677922], [3.568921, -0.919537, 0.405750], [3.330790, -0.519589, 3.413623], [3.847140, 0.132462, 0.262735], [2.669058, 0.967299, 2.657453], [-2.320582, 0.768475, -1.509973], [-3.126056, 2.263168, -0.856381], [-1.701877, 1.329545, -3.135588], [-3.308080, -1.305900, -2.260856], [-4.297896, 0.122507, -2.731158], [-4.326132, -0.478522, -1.035898], [-3.702124, -0.335727, -1.928900], [-1.195011, 0.502977, -3.646797], [-2.540255, 1.687392, -3.749143], [-3.832586, 2.671006, -1.596822], [-2.373457, 3.026169, -0.605051], [-0.970975, 2.138176, -3.006654], [-3.677634, 2.005126, 0.059430], [1.199422, -0.312724, -2.100993], [2.602877, 2.938091, 0.351940], [1.177617, 2.850037, -0.082018], [0.715879, 3.845867, -0.843388], [0.398372, 1.902870, 0.258651], [2.999247, 3.941443, 0.150421], [3.210264, 2.210616, -0.203612], [2.685051, 2.738813, 1.426090], [-0.246408, 3.849520, -1.163404], [1.320806, 4.613002, -1.102089]],
  "atomic_forces_ev_per_a": [[-0.3, -0.4, 0.0], [-0.3, 2.1, 2.6], [0.3, 0.1, -0.4], [-0.4, 0.3, -0.1], [0.3, -0.1, 0.4], [0.4, -3.1, -3.1], [-0.7, -0.5, 0.8], [1.2, 2.2, -0.5], [1.3, 0.0, 0.1], [-0.2, 0.0, 0.2], [-0.1, -0.1, 0.1], [-0.2, -0.1, -0.1], [-0.1, 0.2, -0.1], [0.1, 0.1, 0.2], [0.1, 0.1, 0.3], [0.3, 0.1, -0.1], [0.2, 0.0, -0.1], [0.0, -0.1, 0.0], [-0.2, 0.1, -0.1], [-0.1, -0.3, 0.1], [-0.1, -0.4, 0.1], [-0.4, 0.8, -1.1], [-0.1, 0.1, 0.3], [0.0, -0.1, -0.1], [-0.2, 0.2, 0.0], [0.1, -0.2, 0.2], [0.1, 0.0, -0.3], [0.0, -0.1, 0.1], [-0.1, 0.2, 0.1], [0.2, -0.1, 0.1], [0.2, -0.1, 0.2], [-0.3, -0.3, -0.1], [-0.2, -0.2, 0.0], [0.1, 0.2, -0.2], [-0.7, -0.1, 0.9], [0.3, 0.2, 0.0], [-1.1, -0.4, -0.2], [0.2, -0.4, 0.3], [0.6, 0.4, -0.3], [0.0, -0.3, 0.1], [-0.2, 0.1, 0.1], [-0.1, 0.0, -0.3], [0.3, 0.0, 0.1], [-0.2, -0.1, 0.0]]
}



What is the formula in the first record? C10H25N7O5P